Record 1
A structure of composition C38H42FIrN2O5P2S, computed with ωB97M-V/def2-TZVPD.

Each line ends with the Löwdin charge.
Cartesian coordinates (Å):
Ir  0.0919  -0.0477  0.3922  1.043
C  3.1478  0.9335  0.7527  -0.304
C  2.8542  0.3479  2.1290  -0.322
P  1.0845  0.0204  2.4039  0.948
C  0.2348  1.4561  3.0936  -0.372
C  -1.1591  1.4979  2.9971  -0.116
C  -1.8580  2.5916  3.4832  -0.047
C  -1.1668  3.6418  4.0757  -0.042
C  0.2161  3.5967  4.1853  -0.042
C  0.9214  2.5062  3.6935  -0.057
C  1.0296  -1.2591  3.6542  -0.322
C  0.2213  -1.1294  4.7852  -0.056
C  0.2664  -2.1012  5.7729  -0.045
C  1.0933  -3.2057  5.6309  -0.039
C  1.8760  -3.3550  4.4917  -0.051
C  1.8373  -2.3931  3.5002  -0.080
P  2.1753  -0.1141  -0.3760  0.914
C  2.2263  0.5096  -2.0624  -0.321
C  1.0777  0.9536  -2.7186  -0.087
C  1.1514  1.3798  -4.0360  -0.053
C  2.3686  1.3578  -4.7027  -0.040
C  3.5131  0.9094  -4.0560  -0.044
C  3.4445  0.4756  -2.7423  -0.062
C  2.9817  -1.7183  -0.3788  -0.350
C  2.2239  -2.8117  -0.8015  -0.083
C  2.8093  -4.0588  -0.9294  -0.045
C  4.1568  -4.2223  -0.6326  -0.038
C  4.9125  -3.1433  -0.1964  -0.045
C  4.3299  -1.8903  -0.0663  -0.083
H  4.2112  0.8662  0.5286  0.097
H  2.8491  1.9688  0.6269  0.094
H  3.2573  0.9178  2.9667  0.106
H  3.3192  -0.6393  2.1761  0.070
H  -1.7078  0.6741  2.5457  0.110
H  -2.9352  2.6316  3.3955  0.122
H  -1.7108  4.4994  4.4494  0.122
H  0.7503  4.4133  4.6528  0.119
H  2.0008  2.4902  3.7773  0.107
H  -0.4232  -0.2714  4.9129  0.106
H  -0.3421  -1.9880  6.6598  0.120
H  1.1249  -3.9586  6.4075  0.121
H  2.5145  -4.2207  4.3789  0.118
H  2.4292  -2.5369  2.6028  0.099
H  0.1163  0.9616  -2.2177  0.074
H  0.2591  1.7240  -4.5436  0.116
H  2.4242  1.6779  -5.7347  0.121
H  4.4597  0.8890  -4.5792  0.121
H  4.3404  0.1108  -2.2533  0.113
H  1.1714  -2.6829  -1.0259  0.064
H  2.2196  -4.9029  -1.2623  0.105
H  4.6186  -5.1951  -0.7378  0.121
H  5.9607  -3.2729  0.0375  0.120
H  4.9418  -1.0639  0.2723  0.106
F  -2.0448  5.1440  -4.5104  0.117
C  -2.3954  4.8525  -3.2628  -0.187
C  -1.4872  4.5399  -2.3423  0.053
N  -1.8549  4.2225  -1.0404  -0.002
C  -0.8641  3.8613  -0.0595  -0.018
C  -0.6393  2.3759  -0.0757  -0.564
O  0.5082  1.9126  0.3172  -0.214
O  -1.5160  1.5713  -0.4222  -0.017
C  -3.1757  4.2407  -0.6193  -0.467
O  -3.4966  3.9648  0.5186  0.089
N  -4.0771  4.5771  -1.6002  0.229
C  -3.8274  4.8940  -2.9441  -0.381
O  -4.7122  5.1533  -3.7113  0.149
H  -0.4306  4.5220  -2.5730  0.150
H  -1.2525  4.1055  0.9314  0.140
H  0.0743  4.3938  -0.2076  0.153
H  -5.0431  4.6354  -1.3075  0.177
C  -0.6148  -4.8205  -1.7515  -0.106
C  -2.1296  -4.6504  -1.7421  -0.274
C  -2.6118  -3.6560  -0.6868  -0.303
S  -2.0409  -1.9788  -1.0484  1.038
O  -1.1816  -1.6403  0.2287  -0.700
C  -3.5611  -1.0186  -0.8605  -0.320
C  -4.1908  -0.7200  -2.2238  -0.266
C  -3.3180  0.1474  -3.1292  -0.101
H  -0.2972  -5.4166  -2.6055  0.092
H  -0.2709  -5.3184  -0.8431  0.090
H  -0.1050  -3.8553  -1.8216  0.033
H  -2.6110  -5.6044  -1.5245  0.124
H  -2.4837  -4.3387  -2.7271  0.114
H  -2.1987  -3.8711  0.3008  0.111
H  -3.6986  -3.6201  -0.6265  0.100
H  -3.2516  -0.1004  -0.3621  0.078
H  -4.2297  -1.5785  -0.2079  0.102
H  -5.1312  -0.2063  -2.0205  0.124
H  -4.4497  -1.6551  -2.7284  0.115
H  -3.0016  1.0526  -2.6055  0.062
H  -3.8746  0.4454  -4.0165  0.087
H  -2.4245  -0.3823  -3.4672  0.063

Summary:
spin multiplicity = 1
net charge = +2

---

Record 2
A structure of composition C38H42FN2OP2S2SiTi at a distorted geometry, computed with ωB97M-V/def2-TZVPD.

Each line ends with the Löwdin charge.
Cartesian coordinates (Å):
Ti  -0.3991  -0.4233  -0.1790  0.381
S  -0.5988  -1.2910  2.3919  0.325
P  -1.0538  0.6926  2.3954  0.425
C  -0.4761  1.3360  0.9506  -0.766
P  -0.5933  2.8397  0.0685  0.950
S  -2.5737  -0.4390  -0.3387  0.191
C  0.2586  4.0612  1.1988  -0.368
C  1.5928  4.3630  0.9371  -0.120
C  2.3298  5.2029  1.7640  -0.107
C  1.7362  5.7618  2.8861  -0.115
C  0.4055  5.4750  3.1650  -0.091
C  -0.3194  4.6417  2.3275  -0.098
C  -2.2706  3.6175  0.1415  -0.370
C  -2.3807  4.9758  -0.1782  -0.127
C  -3.6097  5.6118  -0.2046  -0.111
C  -4.7696  4.8936  0.0782  -0.114
C  -4.6762  3.5425  0.3667  -0.090
C  -3.4382  2.9063  0.3911  -0.115
C  -2.7766  0.9262  2.9636  -0.350
C  -3.2210  2.1706  3.4019  -0.118
C  -4.5432  2.3639  3.7693  -0.093
C  -5.4417  1.3082  3.6882  -0.101
C  -5.0087  0.0634  3.2543  -0.082
C  -3.6813  -0.1281  2.8938  -0.126
C  -0.1100  1.4871  3.7815  -0.307
C  1.1976  1.8839  3.5118  -0.098
C  1.9684  2.5048  4.4801  -0.094
C  1.4428  2.7442  5.7434  -0.107
C  0.1531  2.3259  6.0369  -0.096
C  -0.6117  1.6927  5.0635  -0.090
H  2.0640  3.9246  0.0625  0.077
H  3.3648  5.4228  1.5286  0.091
H  2.3023  6.4178  3.5363  0.092
H  -0.0681  5.8975  4.0433  0.099
H  -1.3612  4.4443  2.5493  0.090
H  -1.4826  5.5451  -0.3970  0.098
H  -3.6669  6.6665  -0.4480  0.090
H  -5.7342  5.3867  0.0615  0.088
H  -5.5695  2.9669  0.5792  0.100
H  -3.3781  1.8417  0.5766  0.017
H  -2.5278  2.9996  3.4654  0.092
H  -4.8733  3.3400  4.1025  0.100
H  -6.4799  1.4569  3.9614  0.093
H  -5.7074  -0.7609  3.1828  0.098
H  -3.3296  -1.0910  2.5465  0.053
H  1.5854  1.7153  2.5138  0.092
H  2.9763  2.8219  4.2409  0.098
H  2.0350  3.2550  6.4934  0.092
H  -0.2631  2.4931  7.0232  0.093
H  -1.6103  1.3595  5.3163  0.100
C  -1.3010  -4.6993  -1.8885  -0.171
Si  -0.5225  -3.0384  -2.2672  0.380
C  -1.9116  -2.0639  -3.0414  -0.239
C  0.7137  -3.2206  -3.6887  -0.174
N  0.2613  -2.2868  -0.8966  -0.167
C  1.3898  -2.8328  -0.3145  -0.312
C  1.9080  -4.1144  -0.5701  -0.048
C  3.0398  -4.6043  0.0704  -0.112
C  3.7295  -3.8336  0.9918  -0.121
C  3.2829  -2.5383  1.2415  -0.028
C  2.1718  -2.0803  0.5853  -0.245
F  1.8104  -0.7683  0.7945  -0.061
H  -1.9029  -5.0214  -2.7428  0.028
H  -1.9624  -4.5874  -1.0258  0.038
H  -0.5888  -5.4931  -1.6590  0.013
H  -2.0297  -2.4540  -4.0599  0.027
H  -1.7590  -0.9877  -3.0923  -0.022
H  -2.8383  -2.1938  -2.4854  -0.010
H  0.1756  -3.2993  -4.6362  0.017
H  1.3628  -4.0947  -3.6007  0.016
H  1.3652  -2.3429  -3.7384  0.019
H  1.3969  -4.7443  -1.2845  0.071
H  3.3845  -5.6043  -0.1644  0.093
H  4.5984  -4.2209  1.5066  0.088
H  3.7837  -1.8770  1.9366  0.116
C  2.7522  1.4882  -1.6831  -0.021
N  1.8146  1.7609  -2.7737  -0.117
C  2.4185  1.9589  -4.0876  -0.033
C  0.6034  1.1985  -2.6904  -0.471
C  -0.4566  1.4863  -3.7068  0.028
O  0.3207  0.4838  -1.7224  -0.163
H  3.4496  2.3231  -1.6290  0.089
H  3.2997  0.5582  -1.8596  0.105
H  2.2082  1.4100  -0.7450  0.070
H  3.3699  2.4673  -3.9501  0.087
H  1.7898  2.5795  -4.7223  0.083
H  2.5977  1.0009  -4.5819  0.099
H  -0.3317  2.4744  -4.1444  0.084
H  -1.4120  1.4227  -3.1873  0.093
H  -0.4403  0.7304  -4.4953  0.099

Summary:
spin multiplicity = 1
net charge = -1

---

Results for relative energy (zero: lowest compared OMol25 entry of this formula, charge and spin): 18.3, 37.9 (in kcal/mol, following the order of the records).
Results for frontier orbital gap: 6.8, 5.6 (in eV, following the order of the records).